Entry from the Open Molecules 2025 dataset: an isolated ion of composition C7H15N2O and charge +1 at a distorted geometry (the ωB97M-V functional and the def2-TZVPD basis).

Calculated values
ΔE to the lowest compared entry with this formula, charge and spin: 4.426 eV
SMILES: CCN(C)CC[N+](C)=C=O
DFT total energy: -460.11031 Eh
E_LUMO: -0.1751 Ha
Kohn-Sham gap: 7.2 eV
E_HOMO: -11.92 eV

```
! RIJCOSX wB97M-V def2-TZVPD def2/J DEFGRID3
* xyz 1 1
C 0.586 1.265 2.369
C -0.519 0.243 1.973
N -0.131 -0.941 1.184
C 0.651 -1.884 1.965
C 0.312 -0.670 -0.150
C -0.611 0.286 -0.860
N -0.150 0.465 -2.293
C -1.101 0.244 -3.387
C 0.979 0.804 -2.574
O 1.958 1.248 -2.987
H 0.268 2.036 3.094
H 1.406 0.653 2.719
H 0.846 1.852 1.427
H -1.271 0.862 1.476
H -0.746 -0.143 2.954
H 1.455 -2.394 1.393
H 1.170 -1.368 2.667
H -0.081 -2.532 2.336
H 0.178 -1.705 -0.573
H 1.272 -0.309 -0.258
H -1.601 -0.192 -0.995
H -0.858 1.320 -0.416
H -0.688 0.577 -4.286
H -1.397 -0.743 -3.500
H -1.926 1.026 -3.277
*
```

Results of the natural (NBO) charge analysis, in e, for atoms 1 through 8: atom 1 (C): -0.63, atom 2 (C): -0.22, atom 3 (N): -0.44, atom 4 (C): -0.41, atom 5 (C): -0.24, atom 6 (C): -0.21, atom 7 (N): -0.41, atom 8 (C): -0.40

***

Entry from the Open Molecules 2025 dataset: a 8-piece molecular cluster, C17H57NO22P5 overall at a distorted geometry (the ωB97M-V functional and the def2-TZVPD basis).

Calculated values
ΔE to the lowest compared entry with this formula, charge and spin: 4.818 eV
DFT total energy: -4098.83739 Eh
E_LUMO: -0.0991 Ha
Kohn-Sham gap: 9.1 eV
E_HOMO: -11.78 eV

```
! RIJCOSX wB97M-V def2-TZVPD def2/J DEFGRID3
* xyz 1 1
N -0.781 -0.115 1.203
H -0.380 -1.012 0.971
H -1.656 -0.239 1.693
H -0.757 0.541 0.436
H -0.216 0.288 1.937
C -0.383 7.248 2.209
O 0.749 6.924 1.401
P 1.662 5.579 1.631
O 1.014 4.280 1.368
O 2.974 5.950 0.726
C 3.776 7.087 0.936
O 2.225 5.802 3.140
C 3.165 4.932 3.732
H -0.487 6.621 3.095
H -1.313 7.213 1.642
H -0.371 8.299 2.499
H 3.726 7.676 0.020
H 4.818 6.814 1.101
H 3.475 7.624 1.835
H 2.709 4.312 4.504
H 3.927 5.620 4.099
H 3.692 4.256 3.058
C -1.134 4.317 -6.462
O -0.871 3.634 -5.205
P -1.332 2.108 -4.950
O -0.875 1.652 -3.584
O -2.969 2.187 -5.058
C -3.650 3.207 -4.351
O -0.770 1.273 -6.197
C -1.572 0.508 -7.052
H -1.445 3.644 -7.260
H -0.188 4.755 -6.779
H -1.830 5.156 -6.440
H -4.414 2.795 -3.692
H -4.295 3.779 -5.018
H -2.956 3.834 -3.791
H -1.201 -0.500 -7.242
H -1.556 0.997 -8.026
H -2.594 0.322 -6.722
C -0.831 -6.224 -2.181
O -1.301 -6.308 -0.801
P -0.396 -5.843 0.462
O -0.005 -4.402 0.441
O -1.175 -6.351 1.793
C -2.212 -5.589 2.371
O 0.844 -6.863 0.426
C 0.594 -8.240 0.478
H -1.532 -5.762 -2.877
H -0.565 -7.186 -2.619
H 0.023 -5.548 -2.132
H -1.828 -4.590 2.575
H -2.448 -5.965 3.367
H -3.054 -5.395 1.707
H -0.429 -8.600 0.591
H 1.080 -8.632 1.371
H 1.105 -8.822 -0.290
C -4.599 1.798 6.514
O -5.137 0.508 6.638
P -5.423 -0.274 5.244
O -4.455 -0.194 4.105
O -5.638 -1.767 5.829
C -6.474 -1.964 6.935
O -6.927 0.181 4.956
C -7.778 -0.439 3.996
H -4.975 2.259 5.601
H -3.511 1.799 6.455
H -4.879 2.422 7.363
H -6.695 -1.054 7.492
H -6.160 -2.738 7.635
H -7.407 -2.410 6.592
H -7.263 -1.177 3.380
H -8.095 0.299 3.259
H -8.627 -0.878 4.520
C 4.496 -1.107 -3.002
O 5.665 -1.796 -3.424
P 7.125 -1.114 -3.194
O 7.122 0.310 -3.514
O 7.538 -1.493 -1.641
C 8.859 -1.345 -1.188
O 8.055 -2.023 -4.109
C 8.888 -1.510 -5.138
H 4.747 -0.144 -2.557
H 3.946 -1.666 -2.245
H 3.812 -1.025 -3.847
H 9.341 -2.208 -0.727
H 8.899 -0.553 -0.441
H 9.494 -1.168 -2.056
H 8.915 -2.220 -5.964
H 9.918 -1.425 -4.791
H 8.537 -0.591 -5.609
C 4.069 -0.326 2.192
O 3.071 -0.596 3.176
H 4.438 -1.240 1.726
H 3.562 0.273 1.436
H 4.860 0.279 2.637
H 3.430 -1.208 3.822
C -5.146 -1.615 -1.546
O -4.464 -2.446 -0.682
H -4.637 -0.652 -1.570
H -5.056 -2.070 -2.532
H -6.196 -1.533 -1.264
H -5.034 -3.207 -0.547
*
```

Results of the Mulliken charge analysis, in e, for atoms 1 through 8: atom 1 (N): -0.39, atom 2 (H): 0.31, atom 3 (H): 0.33, atom 4 (H): 0.37, atom 5 (H): 0.38, atom 6 (C): -0.64, atom 7 (O): -0.33, atom 8 (P): 1.02

***

Entry from the Open Molecules 2025 dataset: a 14-piece molecular cluster, H28O14 overall at a distorted geometry (the ωB97M-V functional and the def2-TZVPD basis).

Calculated values
ΔE to the lowest compared entry with this formula, charge and spin: 6.005 eV
DFT total energy: -1069.98030 Eh
E_LUMO: -0.0127 Ha
Kohn-Sham gap: 9.6 eV
E_HOMO: -9.93 eV

```
! RIJCOSX wB97M-V def2-TZVPD def2/J DEFGRID3
* xyz 0 1
H -0.869 0.092 -0.099
H 0.367 -0.463 0.342
H -5.699 -1.114 -0.839
H -4.729 0.114 -0.382
H 3.577 0.549 -0.935
H 4.982 1.115 -0.808
H 1.728 1.981 -1.019
H 1.465 3.123 -0.075
H -3.232 -1.283 -0.381
H -2.958 -2.675 -0.552
H -3.224 3.279 -2.008
H -3.368 1.828 -1.573
H -0.989 -1.435 -3.428
H -0.248 -2.472 -4.277
H -1.041 2.605 -0.596
H -1.159 3.573 0.587
H 0.033 1.202 4.054
H -1.352 0.795 4.065
H 1.883 -1.901 0.809
H 1.036 -2.827 0.057
H -1.778 -2.222 2.598
H -1.317 -3.556 2.561
H -0.016 2.520 0.974
H 1.059 1.976 1.747
H 3.595 -0.506 0.466
H 4.820 -0.624 1.401
H 3.384 -1.761 -1.872
H 3.899 -3.048 -1.284
O -0.239 -0.484 -0.422
O -5.468 -0.530 -0.135
O 4.143 1.310 -1.259
O 2.142 2.801 -0.765
O -2.871 -1.966 0.093
O -3.020 2.705 -1.317
O -1.051 -2.061 -4.169
O -1.137 3.545 -0.442
O -0.786 1.527 3.772
O 1.242 -2.573 1.020
O -0.963 -2.752 2.898
O 0.485 1.792 1.007
O 3.937 -0.077 1.256
O 3.739 -2.105 -1.068
*
```

Results of the natural (NBO) charge analysis, in e, for atoms 1 through 8: atom 1 (H): 0.46, atom 2 (H): 0.49, atom 3 (H): 0.48, atom 4 (H): 0.46, atom 5 (H): 0.44, atom 6 (H): 0.47, atom 7 (H): 0.46, atom 8 (H): 0.46

***

Entry from the Open Molecules 2025 dataset: C5H7ClN2 in the gas phase at a distorted geometry (the ωB97M-V functional and the def2-TZVPD basis).

Calculated values
ΔE to the lowest compared entry with this formula, charge and spin: 6.676 eV
DFT total energy: -764.18715 Eh
E_LUMO (spin up / spin down): 0.0061 / -0.0136 Ha
Kohn-Sham gap (spin up / spin down): 8.0 / 6.6 eV
E_HOMO (spin up / spin down): -7.80 / -6.96 eV

```
! RIJCOSX wB97M-V def2-TZVPD def2/J DEFGRID3
* xyz 0 1
C 0.250 -1.091 0.748
C 0.630 -2.239 -1.312
C -0.177 1.302 0.742
C -0.946 -0.377 -1.141
C -0.499 2.660 0.966
N 0.136 0.224 1.290
N -0.014 -1.204 -0.698
Cl -0.485 -0.038 -2.864
H 1.180 -1.530 0.949
H -0.332 -1.689 1.405
H 1.524 -2.748 -0.904
H 0.240 -2.450 -2.284
H 0.451 3.284 1.056
H -0.896 2.871 2.001
H -1.062 3.025 0.045
*
```

Results of the natural (NBO) charge analysis, in e, for atoms 1 through 8: atom 1 (C): -0.06, atom 2 (C): -0.20, atom 3 (C): 0.40, atom 4 (C): 0.05, atom 5 (C): -0.76, atom 6 (N): -0.45, atom 7 (N): -0.46, atom 8 (Cl): -0.13